*i*
Density functional theory data (ωB97M-V with the def2-TZVPD basis set) for 13 unconnected molecules or ions with the total composition C52H143N13O13.

ORCA input file:
```
! wB97M-V def2-TZVPD RIJCOSX def2/J DEFGRID3
* xyz 0 1
C 17.009 13.645 25.051
C 16.846 15.114 24.812
C 16.891 15.467 23.340
O 17.084 16.918 23.065
C 16.810 17.113 21.680
N 15.601 15.547 25.375
H 16.319 13.028 24.476
H 16.876 13.419 26.109
H 18.012 13.285 24.820
H 17.679 15.634 25.285
H 15.978 15.142 22.841
H 17.742 14.947 22.900
H 15.732 17.231 21.571
H 17.147 16.260 21.091
H 17.485 17.848 21.239
H 15.556 16.553 25.292
H 15.624 15.458 26.381
C 10.239 13.429 20.931
C 10.433 14.924 21.043
C 11.310 15.516 19.857
O 11.626 16.899 20.096
C 12.786 17.071 20.972
N 9.138 15.497 21.112
H 11.190 12.897 20.951
H 9.906 13.005 19.984
H 9.685 12.998 21.764
H 11.010 15.112 21.949
H 10.719 15.553 18.942
H 12.181 14.926 19.573
H 13.131 18.092 20.808
H 13.487 16.301 20.650
H 12.552 16.846 22.013
H 8.651 15.294 20.250
H 9.071 16.504 21.159
C 20.290 20.617 19.189
C 21.498 19.731 18.810
C 21.419 18.987 17.428
O 20.827 19.799 16.413
C 20.374 19.071 15.340
N 22.595 20.695 18.750
H 20.161 21.413 18.456
H 20.338 21.148 20.140
H 19.310 20.140 19.211
H 21.656 18.997 19.600
H 20.761 18.129 17.562
H 22.363 18.544 17.112
H 21.192 18.435 15.003
H 20.189 19.896 14.652
H 19.433 18.553 15.523
H 22.451 21.183 17.877
H 22.615 21.381 19.491
C 10.520 15.408 15.790
C 9.348 14.448 15.657
C 9.596 13.254 14.751
O 8.636 12.216 14.872
C 8.968 11.103 14.020
N 9.023 13.962 16.937
H 11.420 14.909 16.148
H 10.262 16.251 16.432
H 10.677 15.955 14.860
H 8.420 14.889 15.294
H 10.603 12.882 14.942
H 9.545 13.615 13.724
H 9.926 10.657 14.288
H 8.886 11.276 12.947
H 8.222 10.311 14.081
H 9.416 13.064 17.180
H 8.061 13.694 16.785
C 13.083 8.686 13.424
C 14.034 9.762 14.005
C 13.488 11.153 13.829
O 14.511 12.115 14.279
C 14.040 13.471 14.142
N 14.267 9.409 15.394
H 13.335 7.717 13.853
H 13.081 8.828 12.343
H 12.071 8.940 13.741
H 14.986 9.828 13.478
H 12.571 11.301 14.399
H 13.276 11.380 12.784
H 13.761 13.791 13.138
H 14.908 14.012 14.519
H 13.235 13.754 14.821
H 14.951 10.103 15.660
H 13.416 9.582 15.909
C 19.051 15.801 11.539
C 17.796 16.289 12.362
C 17.743 15.638 13.816
O 18.928 16.069 14.627
C 19.135 15.223 15.732
N 17.849 17.712 12.438
H 19.096 16.237 10.541
H 18.927 14.727 11.400
H 20.059 15.949 11.924
H 16.869 16.148 11.805
H 17.663 14.558 13.689
H 16.817 16.054 14.213
H 19.933 15.509 16.417
H 19.488 14.252 15.386
H 18.241 15.116 16.347
H 18.742 18.063 12.755
H 17.227 18.100 13.132
C 19.948 16.453 21.783
C 21.296 15.754 22.091
C 21.289 14.451 22.889
O 20.636 13.431 22.120
C 20.342 12.262 22.889
N 21.949 15.598 20.817
H 19.283 15.761 21.267
H 20.046 17.305 21.110
H 19.525 16.852 22.705
H 21.994 16.380 22.649
H 20.743 14.700 23.799
H 22.319 14.132 23.048
H 21.225 11.861 23.385
H 20.060 11.451 22.217
H 19.596 12.468 23.657
H 22.757 14.997 20.896
H 21.352 15.025 20.236
C 14.382 12.982 21.165
C 15.336 12.050 20.445
C 16.797 12.048 21.019
O 17.327 13.399 20.825
C 18.041 13.661 19.603
N 14.736 10.711 20.292
H 13.351 12.934 20.813
H 14.778 13.988 21.301
H 14.160 12.800 22.217
H 15.416 12.487 19.450
H 17.402 11.329 20.468
H 17.023 11.737 22.039
H 17.416 13.521 18.721
H 18.903 13.028 19.389
H 18.377 14.690 19.477
H 14.635 10.236 21.177
H 15.367 10.157 19.731
C 12.430 11.967 17.548
C 11.791 10.601 17.783
C 10.573 10.553 18.687
O 9.532 11.445 18.162
C 8.276 11.178 18.707
N 11.439 10.102 16.445
H 11.752 12.672 17.068
H 13.249 11.910 16.830
H 12.800 12.516 18.413
H 12.552 9.914 18.154
H 10.802 10.875 19.703
H 10.297 9.498 18.708
H 7.891 10.267 18.249
H 7.586 12.012 18.578
H 8.365 11.084 19.789
H 10.642 10.650 16.152
H 11.065 9.177 16.601
C 15.943 21.417 13.875
C 16.693 20.413 14.696
C 17.110 21.048 16.033
O 15.960 21.241 16.876
C 16.222 22.142 17.994
N 15.846 19.235 14.883
H 14.935 21.605 14.245
H 15.796 20.849 12.957
H 16.495 22.308 13.573
H 17.671 20.170 14.281
H 17.491 22.041 15.795
H 17.958 20.606 16.556
H 16.969 21.719 18.666
H 15.403 22.394 18.668
H 16.565 23.104 17.614
H 16.306 18.578 15.498
H 15.091 19.638 15.419
C 11.106 19.561 17.686
C 12.200 20.432 17.018
C 12.130 21.928 17.397
O 10.918 22.528 16.889
C 10.737 22.546 15.496
N 13.438 19.895 17.523
H 11.185 18.485 17.530
H 10.139 19.868 17.288
H 11.012 19.715 18.761
H 12.213 20.214 15.950
H 13.003 22.532 17.152
H 11.988 22.006 18.475
H 9.904 23.150 15.136
H 10.580 21.511 15.191
H 11.692 22.809 15.039
H 13.319 19.926 18.526
H 14.106 20.621 17.306
C 12.380 18.349 13.704
C 13.252 17.212 13.073
C 14.092 17.576 11.752
O 13.131 17.662 10.696
C 13.688 17.993 9.427
N 14.299 16.921 14.034
H 11.606 18.696 13.020
H 12.962 19.238 13.950
H 11.944 18.147 14.682
H 12.683 16.288 12.977
H 14.900 16.873 11.553
H 14.656 18.490 11.941
H 12.816 18.157 8.794
H 14.345 17.191 9.092
H 14.286 18.904 9.468
H 13.852 16.898 14.939
H 14.927 17.695 14.195
C 14.773 14.958 17.483
C 14.652 16.458 17.694
C 15.970 17.227 17.456
O 16.810 16.932 18.515
C 17.871 17.917 18.569
N 13.488 16.981 16.983
H 15.529 14.402 18.039
H 15.153 14.869 16.465
H 13.820 14.432 17.531
H 14.490 16.610 18.761
H 15.614 18.253 17.360
H 16.401 16.840 16.532
H 17.491 18.826 19.035
H 18.436 18.106 17.656
H 18.670 17.606 19.242
H 12.640 16.550 17.324
H 13.411 17.986 17.051
*
```

Output
- HOMO-LUMO gap: 0.3213 Eh
- E_LUMO: 0.48 eV

These are the Mulliken partial charges, in e, on atoms 1 to 5:
1. C -1.0757
2. C 0.1164
3. C 0.4418
4. O -0.5052
5. C -0.7999

---

*ii*
Density functional theory data (ωB97M-V with the def2-TZVPD basis set) for 13 unconnected molecules or ions with the total composition C52H143N13O13.

ORCA input file:
```
! wB97M-V def2-TZVPD RIJCOSX def2/J DEFGRID3
* xyz 0 1
C 1.282 26.378 2.560
C 2.357 26.392 3.621
C 3.649 25.831 3.099
O 4.614 25.829 4.124
C 5.813 25.208 3.732
N 2.575 27.709 4.193
H 1.031 25.358 2.294
H 1.559 26.976 1.684
H 0.397 26.930 2.898
H 2.057 25.671 4.409
H 4.060 26.468 2.297
H 3.525 24.817 2.694
H 6.471 25.290 4.594
H 6.257 25.747 2.885
H 5.645 24.174 3.416
H 1.734 28.011 4.658
H 3.416 27.697 4.750
C 8.575 24.302 0.636
C 8.439 23.566 -0.695
C 9.540 23.874 -1.688
O 9.341 23.375 -2.976
C 8.235 23.916 -3.669
N 8.513 22.082 -0.433
H 9.609 24.176 0.969
H 7.896 23.853 1.357
H 8.358 25.364 0.518
H 7.431 23.718 -1.099
H 10.461 23.471 -1.258
H 9.699 24.969 -1.710
H 8.515 24.906 -4.056
H 7.319 24.023 -3.088
H 8.038 23.264 -4.517
H 7.613 21.752 -0.088
H 8.560 21.665 -1.366
C 11.355 17.474 8.530
C 12.861 17.442 8.275
C 13.439 16.123 8.736
O 13.117 15.895 10.088
C 13.723 14.725 10.595
N 13.028 17.662 6.860
H 11.115 17.404 9.592
H 10.874 16.627 8.029
H 10.908 18.399 8.165
H 13.344 18.238 8.844
H 14.542 16.226 8.679
H 13.183 15.285 8.073
H 13.799 13.942 9.840
H 13.121 14.415 11.449
H 14.716 14.966 10.999
H 13.959 17.525 6.466
H 12.535 16.939 6.340
C 0.753 22.704 0.549
C 0.717 21.409 1.357
C 1.557 21.465 2.618
O 2.858 21.878 2.291
C 3.673 21.892 3.420
N -0.614 20.945 1.695
H 1.664 22.764 -0.055
H 0.889 23.549 1.231
H -0.111 22.812 -0.098
H 1.212 20.652 0.734
H 1.616 20.461 3.058
H 1.105 22.148 3.362
H 4.701 22.139 3.133
H 3.659 20.914 3.916
H 3.490 22.693 4.158
H -1.039 21.545 2.390
H -1.237 20.805 0.918
C 1.754 15.348 6.554
C 2.904 14.441 6.146
C 4.024 15.300 5.553
O 5.241 14.620 5.473
C 6.268 15.511 5.106
N 3.340 13.602 7.283
H 2.153 16.115 7.218
H 1.005 14.797 7.118
H 1.316 15.768 5.648
H 2.595 13.757 5.348
H 4.088 16.251 6.112
H 3.713 15.586 4.532
H 6.164 15.790 4.058
H 7.253 15.100 5.328
H 6.190 16.417 5.723
H 3.820 14.226 7.929
H 4.033 12.939 6.953
C 13.682 20.585 3.036
C 13.621 21.888 2.226
C 14.141 21.651 0.810
O 13.912 22.804 0.032
C 14.124 22.594 -1.336
N 12.223 22.298 2.205
H 13.134 20.713 3.962
H 14.718 20.242 3.047
H 13.180 19.815 2.433
H 14.241 22.642 2.722
H 13.617 20.786 0.371
H 15.217 21.415 0.889
H 13.391 21.886 -1.747
H 15.145 22.285 -1.590
H 13.972 23.549 -1.845
H 11.551 21.549 2.288
H 12.009 22.816 1.362
C 11.828 17.187 3.912
C 12.542 15.918 3.456
C 13.559 16.135 2.357
O 14.361 17.292 2.613
C 15.141 17.637 1.547
N 13.125 15.236 4.640
H 11.253 17.592 3.081
H 12.587 17.943 4.135
H 11.257 17.033 4.820
H 11.829 15.192 3.047
H 13.090 16.295 1.372
H 14.271 15.306 2.248
H 14.572 17.933 0.646
H 15.888 16.890 1.249
H 15.693 18.569 1.711
H 13.488 14.324 4.370
H 13.990 15.730 4.874
C 4.742 18.184 1.491
C 4.536 18.846 2.826
C 3.235 18.505 3.485
O 2.187 19.011 2.683
C 0.939 19.030 3.375
N 5.638 18.433 3.725
H 5.655 18.540 1.009
H 3.930 18.454 0.804
H 4.731 17.093 1.508
H 4.572 19.937 2.689
H 3.192 18.906 4.508
H 3.167 17.405 3.539
H 0.814 20.027 3.802
H 0.842 18.168 4.034
H 0.155 18.918 2.619
H 6.506 18.796 3.361
H 5.471 18.863 4.629
C 4.246 16.068 11.267
C 5.755 16.098 11.044
C 6.190 16.711 9.726
O 5.569 17.968 9.589
C 6.072 18.706 8.500
N 6.342 16.908 12.160
H 3.852 15.217 10.707
H 3.776 16.900 10.730
H 3.993 16.127 12.316
H 6.150 15.101 11.242
H 5.887 16.099 8.858
H 7.283 16.810 9.710
H 7.146 18.887 8.638
H 5.548 19.658 8.517
H 5.892 18.248 7.519
H 7.337 16.740 12.243
H 6.208 17.902 12.023
C 5.282 25.233 9.293
C 4.492 25.927 8.190
C 5.134 27.263 7.891
O 4.229 28.077 7.169
C 4.865 29.198 6.603
N 4.558 25.091 6.977
H 5.300 25.899 10.159
H 6.307 25.012 8.996
H 4.783 24.312 9.595
H 3.438 26.058 8.430
H 6.069 27.122 7.327
H 5.417 27.829 8.798
H 5.396 29.771 7.378
H 4.126 29.775 6.063
H 5.678 28.874 5.930
H 4.252 25.631 6.168
H 5.536 24.885 6.792
C 9.360 17.732 0.881
C 10.549 18.623 0.554
C 10.942 18.620 -0.914
O 9.916 19.172 -1.686
C 10.371 19.659 -2.921
N 10.219 20.008 0.968
H 8.469 18.128 0.389
H 9.171 17.684 1.955
H 9.508 16.699 0.553
H 11.405 18.368 1.187
H 11.148 17.590 -1.257
H 11.891 19.172 -1.014
H 11.149 20.420 -2.777
H 9.542 20.130 -3.443
H 10.768 18.845 -3.542
H 10.638 20.640 0.289
H 9.249 20.286 0.876
C 1.643 22.106 6.647
C 1.955 22.071 8.155
C 3.197 21.257 8.414
O 3.221 20.024 7.721
C 2.376 19.051 8.271
N 2.203 23.407 8.709
H 0.749 22.712 6.497
H 1.524 21.080 6.299
H 2.465 22.605 6.131
H 1.082 21.689 8.693
H 3.383 21.119 9.491
H 4.070 21.825 8.072
H 1.323 19.356 8.278
H 2.651 18.818 9.317
H 2.486 18.082 7.781
H 1.366 23.982 8.702
H 2.832 23.901 8.069
C 8.334 19.450 5.882
C 8.512 20.131 4.517
C 7.854 21.465 4.376
O 6.433 21.365 4.480
C 5.839 22.254 5.397
N 9.976 20.337 4.443
H 7.319 19.052 5.916
H 8.407 20.205 6.669
H 9.047 18.650 6.062
H 8.270 19.431 3.705
H 8.127 21.900 3.407
H 8.260 22.096 5.174
H 5.973 21.885 6.428
H 4.761 22.187 5.245
H 6.211 23.273 5.309
H 10.378 20.451 3.518
H 10.460 19.525 4.810
*
```

Output
- HOMO-LUMO gap: 0.3335 Eh
- E_LUMO: 0.46 eV

These are the Mulliken partial charges, in e, on atoms 1 to 5:
1. C -1.1318
2. C 0.7873
3. C -0.8897
4. O -0.1482
5. C -0.4747

---

*iii*
Density functional theory data (ωB97M-V with the def2-TZVPD basis set) for a molecular structure, C52H143N13O13.

ORCA input file:
```
! wB97M-V def2-TZVPD RIJCOSX def2/J DEFGRID3
* xyz 0 1
C -6.379 0.473 -1.312
C -5.887 1.870 -1.665
C -4.387 2.225 -1.815
O -3.645 1.991 -0.600
C -3.017 0.718 -0.637
N -6.652 2.351 -2.807
H -7.468 0.426 -1.302
H -5.900 -0.007 -0.459
H -5.935 -0.274 -1.969
H -6.089 2.421 -0.747
H -4.275 3.248 -2.176
H -3.873 1.669 -2.599
H -2.988 0.337 0.384
H -1.992 0.810 -0.996
H -3.592 0.008 -1.232
H -6.635 1.772 -3.635
H -6.186 3.204 -3.079
C 0.290 -2.536 0.275
C -0.303 -1.058 0.319
C 0.766 0.035 -0.065
O 0.340 1.349 0.316
C 1.198 2.424 -0.134
N -1.409 -1.018 -0.568
H -0.556 -3.204 0.436
H 1.161 -2.580 0.929
H 0.659 -2.649 -0.744
H -0.644 -0.878 1.338
H 0.768 0.043 -1.155
H 1.753 -0.158 0.354
H 2.161 2.183 0.316
H 0.967 3.421 0.242
H 1.278 2.371 -1.220
H -1.668 -0.051 -0.438
H -1.123 -1.049 -1.536
C -5.592 -5.148 -0.769
C -4.896 -4.689 -2.017
C -4.141 -3.306 -1.875
O -2.941 -3.596 -1.164
C -2.122 -2.442 -0.943
N -4.066 -5.709 -2.598
H -4.833 -5.613 -0.141
H -6.285 -5.879 -1.187
H -6.187 -4.375 -0.283
H -5.678 -4.432 -2.732
H -4.792 -2.605 -1.351
H -3.875 -2.848 -2.827
H -1.442 -2.686 -0.127
H -2.568 -1.449 -0.983
H -1.490 -2.420 -1.831
H -3.813 -5.366 -3.513
H -3.238 -5.665 -2.022
C -3.551 -4.110 2.412
C -4.376 -2.929 1.906
C -3.460 -1.807 1.430
O -3.129 -1.017 2.506
C -2.029 -0.088 2.256
N -5.108 -3.447 0.829
H -2.903 -3.700 3.186
H -2.971 -4.698 1.701
H -4.160 -4.875 2.895
H -5.014 -2.712 2.764
H -3.953 -1.106 0.757
H -2.625 -2.178 0.836
H -1.177 -0.752 2.401
H -2.103 0.745 2.955
H -2.058 0.333 1.251
H -5.429 -4.264 1.330
H -4.398 -3.754 0.179
C -1.931 1.013 -3.162
C -1.349 -0.418 -2.900
C -1.796 -1.515 -3.996
O -1.770 -2.820 -3.528
C -2.647 -3.659 -4.232
N 0.061 -0.396 -2.699
H -1.444 1.313 -4.090
H -1.782 1.766 -2.388
H -3.005 0.941 -3.332
H -1.784 -0.881 -2.014
H -1.206 -1.468 -4.912
H -2.757 -1.203 -4.405
H -2.540 -3.705 -5.316
H -3.684 -3.427 -3.989
H -2.536 -4.678 -3.860
H 0.717 -0.157 -3.428
H 0.290 -1.332 -2.395
C 5.483 3.723 1.832
C 4.891 3.157 3.051
C 3.374 3.366 3.286
O 2.618 2.751 2.269
C 1.206 2.762 2.564
N 5.306 1.724 3.054
H 6.569 3.723 1.748
H 5.159 4.745 1.636
H 5.152 3.137 0.974
H 5.287 3.557 3.984
H 3.186 4.440 3.269
H 3.187 3.008 4.299
H 0.949 2.943 3.608
H 0.765 1.833 2.202
H 0.745 3.585 2.018
H 6.273 1.494 2.878
H 4.734 1.410 2.283
C -0.224 -3.988 1.526
C -0.106 -4.952 2.710
C -0.697 -4.504 4.113
O 0.219 -3.634 4.641
C 0.139 -3.533 6.115
N -0.594 -6.279 2.312
H 0.423 -4.145 0.663
H 0.015 -2.990 1.894
H -1.261 -4.206 1.270
H 0.965 -5.019 2.900
H -0.909 -5.435 4.639
H -1.646 -3.983 4.237
H -0.507 -2.704 6.403
H 1.140 -3.343 6.504
H -0.298 -4.433 6.546
H -0.272 -6.959 2.986
H -0.237 -6.436 1.381
C 0.595 -0.926 2.616
C 1.402 -1.115 3.872
C 0.587 -1.069 5.134
O -0.278 0.091 5.164
C 0.254 1.380 5.379
N 2.100 -2.382 3.684
H 0.018 -1.798 2.310
H 1.248 -0.600 1.806
H -0.068 -0.065 2.709
H 2.256 -0.439 3.913
H 1.143 -1.119 6.070
H -0.066 -1.941 5.169
H 0.542 1.734 6.369
H -0.439 2.168 5.083
H 1.115 1.545 4.732
H 1.491 -3.169 3.858
H 2.282 -2.456 2.694
C 1.967 1.148 -3.215
C 3.007 0.268 -3.835
C 3.673 0.952 -5.054
O 2.757 1.123 -6.163
C 3.108 1.916 -7.231
N 3.996 -0.206 -2.880
H 1.065 0.860 -3.755
H 2.143 2.218 -3.333
H 1.875 0.994 -2.140
H 2.461 -0.637 -4.102
H 4.511 0.394 -5.471
H 3.980 1.930 -4.683
H 3.174 2.985 -7.025
H 2.229 1.964 -7.874
H 4.013 1.613 -7.757
H 3.552 -0.534 -2.034
H 4.458 0.593 -2.469
C -0.155 8.100 1.774
C 0.472 6.613 1.929
C 1.467 6.190 0.814
O 1.753 4.747 0.826
C 2.473 4.133 -0.290
N 1.149 6.585 3.222
H -0.823 8.099 0.912
H 0.623 8.848 1.624
H -0.947 8.267 2.504
H -0.335 5.881 1.918
H 2.370 6.800 0.852
H 1.015 6.498 -0.129
H 3.538 4.362 -0.255
H 2.066 4.644 -1.163
H 2.333 3.058 -0.404
H 0.518 6.761 3.990
H 1.951 7.170 3.409
C -1.103 3.692 -1.685
C -0.650 4.777 -0.625
C -1.674 5.898 -0.352
O -2.239 6.773 -1.313
C -1.330 7.494 -2.086
N -0.380 4.066 0.560
H -2.004 3.121 -1.461
H -0.349 2.906 -1.637
H -1.197 4.163 -2.664
H 0.284 5.224 -0.962
H -1.333 6.578 0.429
H -2.523 5.380 0.096
H -0.864 8.248 -1.453
H -1.783 8.003 -2.937
H -0.457 6.915 -2.387
H 0.394 4.481 1.059
H -1.202 3.887 1.119
C -0.889 -4.409 -0.990
C 0.437 -5.175 -1.007
C 1.663 -4.272 -0.662
O 1.848 -3.164 -1.586
C 2.898 -2.197 -1.394
N 0.190 -6.234 -0.097
H -1.065 -3.973 -0.007
H -1.749 -5.046 -1.196
H -0.862 -3.612 -1.734
H 0.526 -5.488 -2.047
H 2.476 -4.931 -0.964
H 1.808 -3.962 0.373
H 2.804 -1.549 -0.522
H 2.824 -1.618 -2.315
H 3.866 -2.697 -1.363
H -0.633 -6.743 -0.388
H 0.947 -6.890 0.036
C 4.324 0.337 1.224
C 4.642 0.554 -0.224
C 5.218 -0.725 -0.878
O 6.345 -1.390 -0.189
C 7.493 -0.702 -0.430
N 3.400 0.982 -0.943
H 3.844 1.159 1.755
H 5.262 0.093 1.723
H 3.579 -0.458 1.266
H 5.327 1.399 -0.291
H 5.410 -0.693 -1.950
H 4.484 -1.531 -0.897
H 7.629 0.060 0.338
H 7.557 -0.268 -1.427
H 8.331 -1.388 -0.309
H 3.036 1.699 -0.333
H 3.613 1.563 -1.741
*
```

Output
- HOMO-LUMO gap: 0.2268 Eh
- E_LUMO: 0.21 eV

These are the Mulliken partial charges, in e, on atoms 1 to 5:
1. C -1.5105
2. C 0.5008
3. C -0.0059
4. O -0.5139
5. C 0.1973

---

The most stable of them is *ii*.